Computed, not measured: a molecular structure, C40H37AuN4SSb2, with wB97M-V/def2-TZVPD.

XYZ file:
```
85
Properties=species:S:1:pos:R:3:lowdin_charge:R:1
Au 0.916 -0.063 0.315 0.517
N -1.976 3.658 0.492 0.091
C -0.917 2.869 0.835 -0.808
S -1.296 1.545 2.008 0.617
N 0.227 3.087 0.321 0.030
N 1.233 2.154 0.475 -0.055
C 2.431 2.636 0.457 -0.161
C 2.736 4.079 0.479 -0.203
C 2.213 4.897 1.479 -0.030
C 2.535 6.244 1.510 -0.055
C 3.356 6.784 0.528 -0.054
C 3.872 5.975 -0.474 -0.052
C 3.579 4.621 -0.490 -0.027
C 3.563 1.668 0.410 -0.229
C 4.825 2.018 0.866 0.016
C 5.841 1.074 0.794 -0.018
C 5.561 -0.174 0.268 -0.024
C 4.267 -0.441 -0.155 -0.115
N 3.290 0.456 -0.087 0.023
H -2.733 3.758 1.149 0.087
H -1.745 4.480 -0.050 0.123
H 1.577 4.475 2.246 0.115
H 2.147 6.873 2.299 0.113
H 3.600 7.838 0.550 0.115
H 4.511 6.396 -1.238 0.115
H 3.994 3.986 -1.264 0.126
H 5.006 3.002 1.274 0.129
H 6.834 1.316 1.146 0.124
H 6.326 -0.933 0.186 0.119
H 4.006 -1.409 -0.567 0.110
C -1.597 -3.128 1.187 -0.341
C -2.231 -2.201 2.233 -0.343
C -3.380 -1.340 1.707 -0.310
Sb -2.929 0.437 0.643 1.487
C -4.647 1.614 0.665 -0.388
C -5.267 1.948 -0.534 -0.108
C -6.418 2.724 -0.500 -0.051
C -6.930 3.156 0.716 -0.042
C -6.304 2.817 1.910 -0.054
C -5.155 2.041 1.890 -0.131
C -2.309 0.098 -1.318 -0.389
C -1.681 1.102 -2.053 -0.122
C -1.310 0.843 -3.364 -0.046
C -1.571 -0.399 -3.931 -0.046
C -2.206 -1.390 -3.197 -0.060
C -2.578 -1.145 -1.884 -0.130
Sb 0.254 -2.484 0.314 1.419
C 1.578 -3.724 1.384 -0.390
C 1.575 -3.703 2.777 -0.134
C 2.446 -4.518 3.484 -0.069
C 3.325 -5.349 2.802 -0.061
C 3.334 -5.367 1.415 -0.065
C 2.461 -4.555 0.703 -0.123
C 0.279 -3.327 -1.603 -0.414
C 0.940 -2.648 -2.622 -0.153
C 0.998 -3.196 -3.896 -0.073
C 0.385 -4.415 -4.153 -0.060
C -0.276 -5.095 -3.138 -0.064
C -0.325 -4.557 -1.860 -0.118
H -2.299 -3.364 0.386 0.051
H -1.324 -4.076 1.652 0.067
H -1.478 -1.577 2.723 0.081
H -2.656 -2.820 3.025 0.121
H -3.996 -0.970 2.529 0.072
H -4.042 -1.908 1.050 0.079
H -4.864 1.616 -1.484 0.103
H -6.913 2.990 -1.424 0.119
H -7.827 3.761 0.735 0.120
H -6.712 3.155 2.853 0.119
H -4.667 1.781 2.823 0.103
H -1.481 2.073 -1.621 0.083
H -0.823 1.614 -3.945 0.119
H -1.282 -0.593 -4.955 0.121
H -2.403 -2.357 -3.641 0.121
H -3.077 -1.925 -1.319 0.095
H 0.897 -3.054 3.323 0.097
H 2.440 -4.505 4.566 0.113
H 4.003 -5.985 3.354 0.115
H 4.015 -6.020 0.885 0.114
H 2.463 -4.587 -0.381 0.096
H 1.404 -1.686 -2.427 0.082
H 1.520 -2.675 -4.688 0.113
H 0.429 -4.843 -5.146 0.115
H -0.745 -6.049 -3.340 0.115
H -0.827 -5.105 -1.071 0.106
```

Its frontier orbital gap is 7.87 eV. The HOMO energy comes out at -13.37 eV. The total charge is +2. The calculated total energy is -2779.32529 hartree. The energy above the lowest of the compared OMol25 structures with the same formula, charge and spin comes out at 0.0 kJ/mol.